No. 1
Below is a cluster of 5 separate species, C20H55N5O5 in total in a non-equilibrium geometry, with properties calculated with ωB97M-V with the def2-TZVPD basis set.

Structure (XYZ):
```
85
Properties=species:S:1:pos:R:3:forces:R:3:mulliken_charge:R:1
C -0.789 12.256 -7.003 0.3 -0.5 0.0 -1.40
C -1.502 10.893 -7.329 1.2 1.1 1.8 0.75
C -2.201 10.337 -6.042 0.0 0.7 -0.4 -0.88
O -2.912 9.170 -6.256 -0.4 -2.6 -0.5 -0.36
C -2.316 7.934 -5.857 0.2 -0.3 0.4 -0.75
N -2.462 11.150 -8.335 -1.8 0.0 -0.4 -0.59
H -0.192 12.532 -7.873 -0.3 0.3 -0.3 0.35
H -0.041 12.266 -6.211 0.0 -0.6 0.3 0.37
H -1.485 13.052 -6.739 -0.2 -0.1 -0.3 0.33
H -0.712 10.204 -7.625 0.1 -0.4 0.0 0.13
H -3.012 10.998 -5.736 0.4 0.8 0.0 0.35
H -1.536 10.186 -5.191 0.5 0.4 -0.1 0.43
H -2.400 7.719 -4.792 -0.2 0.6 0.5 0.31
H -1.252 7.820 -6.061 0.2 0.5 -0.4 0.32
H -2.805 7.056 -6.279 -0.3 0.5 -0.6 0.28
H -2.228 11.288 -9.308 0.5 -0.2 0.4 0.19
H -3.287 10.574 -8.242 0.1 -0.1 -0.2 0.19
C -8.531 3.255 0.129 -1.7 0.6 -0.1 -1.51
C -7.772 2.572 1.260 0.5 -1.2 -1.2 0.42
C -7.964 1.009 1.252 0.0 0.2 0.0 -0.69
O -6.992 0.277 1.997 0.0 -0.5 0.7 -0.31
C -7.149 0.139 3.412 -1.0 0.9 0.3 -0.80
N -6.389 2.879 0.961 1.3 0.4 0.8 -0.67
H -9.617 3.231 0.227 -0.2 -0.3 0.4 0.38
H -8.387 2.908 -0.894 0.6 -0.6 0.2 0.32
H -8.331 4.325 0.062 0.4 0.0 0.4 0.38
H -7.997 2.991 2.241 -0.2 0.1 -0.1 0.33
H -7.822 0.670 0.226 0.3 0.1 -0.2 0.26
H -8.974 0.655 1.461 -0.3 0.3 0.6 0.41
H -8.134 -0.114 3.803 -0.8 -0.3 -0.9 0.33
H -7.025 1.100 3.910 0.8 0.2 0.1 0.31
H -6.566 -0.647 3.892 0.8 0.2 -0.8 0.30
H -5.791 2.669 1.748 0.0 0.0 0.3 0.26
H -5.988 2.311 0.229 -0.4 -0.1 -0.4 0.27
C 10.968 1.227 6.085 0.7 -0.8 -0.6 -1.33
C 11.557 -0.182 5.741 -1.7 2.3 0.4 0.09
C 10.394 -1.132 5.373 1.4 -0.8 -0.1 -0.63
O 9.495 -0.729 4.328 -0.9 -0.8 1.2 -0.34
C 8.491 -1.799 4.096 1.6 1.0 -0.5 -0.71
N 12.480 0.060 4.673 0.6 -0.3 -0.2 -0.69
H 10.363 1.426 5.201 -0.6 0.5 0.5 0.27
H 11.784 1.949 6.050 0.0 -0.1 0.3 0.40
H 10.468 1.237 7.054 -0.4 0.2 -0.3 0.33
H 12.088 -0.509 6.635 -0.1 -0.6 -0.2 0.48
H 9.967 -1.434 6.330 -0.9 0.0 -0.1 0.40
H 10.930 -1.992 4.973 -0.1 -0.6 0.1 0.38
H 9.041 -2.731 3.964 -0.1 -0.2 0.1 0.32
H 8.022 -1.561 3.142 -0.1 0.1 0.2 0.25
H 7.748 -1.918 4.885 0.2 0.3 0.2 0.28
H 11.944 0.078 3.818 0.3 -0.1 -0.4 0.27
H 13.169 -0.678 4.657 0.0 -0.1 -0.5 0.23
C 0.102 -2.183 3.071 1.2 0.8 0.2 -1.43
C -0.613 -1.199 2.147 0.3 -0.7 1.7 0.58
C 0.166 -0.740 0.891 0.1 -1.0 1.1 -0.74
O -0.638 0.032 0.055 -0.1 0.1 0.5 -0.35
C -0.663 1.428 0.356 0.7 -0.7 -1.7 -0.70
N -1.805 -1.923 1.773 -0.5 0.4 -1.8 -0.73
H -0.417 -2.344 4.016 -0.5 -0.1 -0.3 0.34
H 1.051 -1.769 3.413 0.5 -0.1 -0.2 0.37
H 0.238 -3.138 2.564 0.1 0.1 0.1 0.35
H -0.896 -0.333 2.745 0.3 0.5 0.0 0.17
H 0.502 -1.613 0.331 -0.3 -0.2 -0.2 0.38
H 1.090 -0.234 1.171 0.0 0.4 0.2 0.39
H 0.355 1.800 0.238 0.2 0.2 0.2 0.32
H -1.028 1.758 1.329 -0.5 -0.4 -0.1 0.27
H -1.202 1.722 -0.545 -0.4 1.1 0.7 0.26
H -2.622 -1.680 2.315 0.1 0.1 0.3 0.24
H -1.952 -1.477 0.878 -1.1 -0.4 -0.6 0.29
C -0.039 -9.115 -1.074 2.0 1.7 -1.5 -1.44
C -1.140 -10.037 -1.044 -1.7 -1.8 -1.6 0.53
C -0.883 -11.549 -1.400 0.8 0.5 -1.4 -0.63
O -0.144 -11.663 -2.665 -0.2 -0.2 0.5 -0.31
C 0.024 -13.025 -3.113 0.4 1.1 0.1 -0.73
N -1.765 -9.899 0.216 -1.2 -1.5 1.8 -0.69
H 0.399 -9.022 -2.068 0.6 -0.4 0.0 0.33
H 0.689 -9.325 -0.291 0.2 0.1 -0.2 0.30
H -0.470 -8.122 -0.940 0.2 0.2 0.4 0.43
H -1.904 -9.733 -1.760 0.1 0.1 -0.5 0.14
H -1.827 -12.062 -1.586 -0.2 0.0 0.6 0.35
H -0.273 -12.067 -0.659 -0.2 0.0 0.5 0.35
H -0.905 -13.431 -3.515 -0.1 -0.2 0.4 0.28
H 0.517 -13.644 -2.363 -0.5 -0.2 0.4 0.30
H 0.754 -13.037 -3.922 -0.1 0.5 -0.2 0.26
H -1.208 -10.415 0.882 -0.1 0.2 0.6 0.26
H -1.841 -8.936 0.513 0.1 0.0 0.0 0.26
```
Forces are in eV/Å.

Properties
* SMILES: COC[C@H](C)N.COC[C@H](C)N.COC[C@H](C)N.COC[C@H](C)N.COC[C@H](C)N
* electronic energy: -39314.2687 eV
* frontier orbital gap: 9.43 eV
* total charge: 0
* multiplicity: 1
* HOMO energy: -8.802 eV
* relative energy (zero: lowest compared OMol25 entry of this formula, charge and spin): 76.84 kcal per mole

---

No. 2
Below is a structure of composition C2H6CrO2 in a non-equilibrium geometry, with properties calculated with ωB97M-V with the def2-TZVPD basis set.

Structure (XYZ):
```
11
Properties=species:S:1:pos:R:3:forces:R:3:nbo_charge:R:1
C 0.661 -1.379 -0.078 0.0 -0.2 0.2 -0.66
C 0.092 -0.060 -0.528 0.9 -0.8 -1.5 -0.09
O -0.516 0.577 0.642 2.4 1.0 3.3 -0.25
H 1.004 -1.913 -0.974 -0.1 0.1 0.2 0.29
H 1.526 -1.241 0.584 -0.2 0.0 -0.2 0.25
H -0.097 -1.995 0.421 0.2 0.1 -0.2 0.25
H -0.733 -0.161 -1.241 0.1 0.0 0.2 0.22
H 0.857 0.624 -0.915 -0.2 -0.1 0.1 0.24
H 0.229 1.068 1.310 -1.3 -3.1 -0.9 0.64
Cr -2.444 2.495 0.321 1.1 0.0 0.1 1.69
O -0.578 1.987 0.459 -2.8 3.1 -1.5 -0.57
```
Forces are in eV/Å.

Properties
* electronic energy: -34662.2525 eV
* frontier orbital gap (spin up / spin down): 7.84 / 9.00 eV
* total charge: +2
* multiplicity: 5
* HOMO energy (spin up / spin down): -20.629 / -20.644 eV
* relative energy (zero: lowest compared OMol25 entry of this formula, charge and spin): 12.41 kcal per mole

---

No. 3
Below is the molecule C5H10NP in a non-equilibrium geometry, with properties calculated with ωB97M-V with the def2-TZVPD basis set.

Structure (XYZ):
```
17
Properties=species:S:1:pos:R:3:forces:R:3:nbo_charge:R:1
C 0.003 -0.011 -0.964 1.0 0.8 1.2 -0.44
C 0.135 -1.464 -0.398 0.0 1.5 -0.6 -0.09
C -1.155 0.831 -0.410 -0.6 -2.9 -0.3 -0.48
C 0.889 -1.615 0.900 2.4 -0.9 0.6 -0.62
C -0.968 1.637 0.861 0.2 0.5 -2.7 -0.63
N -1.212 -1.887 -0.074 0.0 -0.8 -1.2 -0.84
P -2.318 -0.810 -0.140 -0.5 1.8 0.3 0.97
H 0.932 0.561 -0.954 0.4 -0.1 0.5 0.21
H -0.185 -0.058 -2.000 -0.4 -0.6 -1.4 0.21
H 0.669 -2.004 -1.249 -1.0 -0.1 1.3 0.21
H -1.401 1.447 -1.254 -0.9 0.4 -0.2 0.22
H 0.370 -1.304 1.833 -0.1 -0.2 -0.9 0.22
H 1.830 -0.983 0.845 -0.8 -1.0 0.1 0.21
H 1.160 -2.740 1.003 -0.3 2.0 0.1 0.22
H -1.678 1.540 1.605 -2.0 -0.1 1.3 0.21
H -0.859 2.665 0.526 0.0 0.2 0.6 0.22
H -0.095 1.292 1.281 2.3 -0.4 1.2 0.21
```
Forces are in eV/Å.

Properties
* SMILES: C[C@@H]1C[C@H](C)P=N1
* electronic energy: -16124.3688 eV
* frontier orbital gap: 8.98 eV
* total charge: 0
* multiplicity: 1
* HOMO energy: -8.885 eV
* relative energy (zero: lowest compared OMol25 entry of this formula, charge and spin): 12.46 kcal per mole

---

No. 4
Below is a cluster of 3 separate species, C15H23F2NO10 in total in a non-equilibrium geometry, with properties calculated with ωB97M-V with the def2-TZVPD basis set.

Structure (XYZ):
```
51
Properties=species:S:1:pos:R:3:forces:R:3:nbo_charge:R:1
C -1.687 1.563 2.078 0.5 -0.6 0.8 -0.66
C -1.368 -0.079 2.065 -2.6 1.0 1.1 -0.10
O -0.580 -0.464 0.884 4.1 -1.9 1.8 -0.53
C 0.775 -0.916 1.232 3.7 1.3 3.2 0.98
O 1.521 -0.493 2.256 -5.3 -2.2 -6.1 -0.60
O 1.414 -1.905 0.317 -1.9 3.3 1.2 -0.54
C 2.633 -1.327 -0.274 1.2 0.2 -1.0 -0.08
C 2.337 0.027 -1.205 1.1 -0.9 -0.9 -0.49
C 3.368 1.238 -0.822 0.9 -0.5 0.2 -0.44
C 2.794 2.367 0.209 1.1 0.9 -0.4 -0.23
N 1.306 2.591 0.193 0.1 0.6 -1.7 -0.71
C 0.827 3.431 -0.963 -1.9 5.9 1.5 0.69
C 0.612 2.960 -2.516 -0.4 0.4 -0.2 -0.75
O 0.491 4.719 -0.677 2.3 -8.0 -1.9 -0.55
H -1.647 2.017 0.998 -0.1 -1.0 2.1 0.22
H -0.897 2.087 2.785 -1.6 -0.9 -1.7 0.24
H -2.753 1.719 2.560 2.2 -0.3 -1.1 0.23
H -0.953 -0.463 3.089 -0.4 0.9 -2.3 0.24
H -2.438 -0.591 1.936 2.5 0.9 0.0 0.19
H 3.086 -2.169 -0.988 -1.3 1.7 1.7 0.21
H 3.436 -1.138 0.556 -1.7 -0.1 -1.4 0.20
H 1.204 0.317 -1.239 2.1 -0.6 0.4 0.22
H 2.617 -0.307 -2.316 -0.7 0.9 2.6 0.25
H 4.294 0.722 -0.271 -1.9 1.1 -1.2 0.21
H 3.847 1.738 -1.793 -1.4 -1.1 2.0 0.22
H 3.165 2.178 1.309 -1.0 0.2 -2.2 0.23
H 3.292 3.402 -0.117 -1.1 -2.2 0.8 0.21
H 0.744 1.730 0.351 0.7 0.8 -0.5 0.39
H 1.196 3.706 -3.237 -1.1 -1.6 1.8 0.26
H 0.914 1.856 -2.755 -0.5 2.2 0.6 0.23
H -0.540 3.114 -2.780 2.5 -0.4 0.7 0.25
C 1.506 -3.082 -5.592 -0.6 -0.4 -1.0 -0.13
C 1.565 -3.337 -4.124 0.0 -0.8 0.5 0.44
O 2.669 -2.570 -3.701 -0.3 0.7 -0.5 -0.48
C 2.730 -1.525 -4.574 1.7 2.6 0.0 0.96
O 3.374 -0.507 -4.378 -1.5 -2.4 -0.6 -0.56
O 1.976 -1.753 -5.692 0.6 0.4 0.9 -0.47
F 1.828 -4.638 -3.871 -0.1 -0.2 0.2 -0.32
H 2.165 -3.744 -6.163 0.0 -0.1 0.3 0.21
H 0.491 -3.170 -5.989 0.2 0.2 0.0 0.21
H 0.668 -3.024 -3.578 0.1 -0.2 0.1 0.16
C -5.864 -0.722 5.389 -0.8 -0.3 0.9 -0.13
C -5.679 -0.909 3.922 -0.6 0.2 -0.7 0.44
O -4.507 -0.178 3.642 0.3 -0.4 0.7 -0.49
C -3.777 -0.224 4.792 3.1 0.8 0.7 0.96
O -2.592 0.056 4.861 -2.9 -0.6 -0.1 -0.56
O -4.534 -0.629 5.857 0.8 0.2 -0.8 -0.47
F -6.701 -0.356 3.232 -0.1 -0.1 -0.2 -0.32
H -6.401 0.201 5.634 0.0 -0.1 -0.3 0.21
H -6.385 -1.564 5.853 0.3 0.1 0.0 0.21
H -5.543 -1.952 3.616 -0.1 0.1 -0.1 0.16
```
Forces are in eV/Å.

Properties
* SMILES: CCOC(=O)OCCCCNC(C)=O.O=C1OC[C@@H](F)O1.O=C1OC[C@@H](F)O1
* electronic energy: -43321.6894 eV
* frontier orbital gap: 9.52 eV
* total charge: 0
* multiplicity: 1
* HOMO energy: -9.094 eV
* relative energy (zero: lowest compared OMol25 entry of this formula, charge and spin): 149.13 kcal per mole